Molecular formula: C56H154N14O14
Method: DFT, ωB97M-V/def2-TZVPD

Each line ends with the Löwdin charge.
Geometry (Å):
C (-20.67620, -11.23403, -17.42913)  -0.0581
C (-19.91341, -9.94990, -16.99081)  -0.3818
C (-20.25259, -9.52710, -15.57418)  -0.2467
O (-19.29530, -8.61413, -15.09570)  -0.1834
C (-19.48149, -8.43988, -13.69532)  -0.1055
N (-18.43286, -10.34966, -16.96033)  0.0625
H (-20.33920, -12.02013, -16.77181)  0.0450
H (-20.46560, -11.51635, -18.47735)  0.0705
H (-21.72179, -11.07526, -17.18358)  0.0766
H (-20.25823, -9.13636, -17.68446)  0.1395
H (-20.24000, -10.41712, -14.94674)  0.1079
H (-21.29532, -9.09648, -15.53479)  0.1431
H (-18.71610, -7.86477, -13.25065)  0.0722
H (-19.58789, -9.43306, -13.15425)  0.0937
H (-20.42286, -7.93833, -13.49802)  0.0797
H (-18.24013, -10.51357, -17.93419)  0.0372
H (-17.82095, -9.56868, -16.70714)  0.0621
C (-12.80414, -21.31357, -21.67715)  -0.0899
C (-13.00253, -20.21752, -22.61011)  -0.4622
C (-13.52836, -19.02829, -21.88617)  -0.2045
O (-13.57684, -17.92950, -22.77041)  -0.1633
C (-14.02693, -16.82537, -22.08596)  -0.1202
N (-11.72109, -19.90535, -23.31013)  0.0417
H (-13.60428, -21.38532, -20.95661)  0.0720
H (-11.93008, -21.12890, -21.05564)  0.0720
H (-12.53695, -22.29738, -22.08346)  0.0910
H (-13.71958, -20.59750, -23.32383)  0.1359
H (-12.90170, -18.75013, -21.06215)  0.1098
H (-14.50559, -19.18095, -21.37163)  0.1195
H (-13.27702, -16.49063, -21.32267)  0.0800
H (-14.87074, -17.07296, -21.44102)  0.0608
H (-14.32595, -16.01919, -22.77397)  0.1061
H (-11.90317, -19.04032, -23.89299)  0.0889
H (-11.62129, -20.63449, -24.03595)  0.0771
C (-22.42524, -22.59609, -21.31273)  -0.0615
C (-22.44341, -21.67974, -20.04618)  -0.4364
C (-23.33156, -22.45101, -19.03635)  -0.1731
O (-23.33257, -21.64981, -17.83766)  -0.2132
C (-23.87708, -22.27042, -16.72198)  -0.1328
N (-21.12644, -21.39065, -19.58131)  0.0529
H (-22.06071, -23.59661, -21.05208)  0.0761
H (-21.83793, -22.24747, -22.18053)  0.0824
H (-23.42500, -22.70971, -21.65267)  0.0571
H (-22.94222, -20.71098, -20.36622)  0.1413
H (-22.83153, -23.37801, -18.83754)  0.1119
H (-24.40024, -22.58680, -19.32154)  0.1410
H (-23.68325, -21.71397, -15.81444)  0.0866
H (-23.53463, -23.27002, -16.53177)  0.0786
H (-24.95420, -22.33482, -16.79576)  0.0819
H (-21.09909, -20.89289, -18.69541)  0.0781
H (-20.65984, -22.25923, -19.39438)  0.0772
C (-15.46973, -11.66950, -19.46656)  -0.0617
C (-14.26779, -11.04849, -18.73283)  -0.4153
C (-13.18664, -10.69160, -19.71674)  -0.2690
O (-12.76390, -11.78658, -20.46249)  -0.2002
C (-11.92271, -11.30908, -21.53441)  -0.0920
N (-14.76012, -9.88429, -17.92481)  0.0411
H (-15.28451, -12.58816, -19.97411)  0.0477
H (-15.80177, -10.99996, -20.31063)  0.0912
H (-16.29546, -11.78555, -18.74159)  0.0657
H (-13.89179, -11.76506, -17.99004)  0.1250
H (-12.33576, -10.29187, -19.13837)  0.1269
H (-13.57546, -9.84724, -20.35748)  0.1389
H (-11.01097, -10.84039, -21.12823)  0.0929
H (-12.42018, -10.59777, -22.18030)  0.0759
H (-11.67339, -12.19365, -22.13421)  0.0948
H (-14.77784, -9.01810, -18.47300)  0.0705
H (-14.04944, -9.72165, -17.17965)  0.0808
C (-12.13971, -14.63070, -15.85857)  -0.0542
C (-11.07136, -13.97458, -16.70614)  -0.4838
C (-11.35507, -14.14859, -18.10907)  -0.2135
O (-11.09191, -15.52205, -18.45297)  -0.1768
C (-10.74986, -15.70238, -19.76404)  -0.1429
N (-11.15568, -12.55461, -16.40113)  0.0454
H (-12.39463, -15.65298, -16.29006)  0.0844
H (-13.02192, -13.95134, -16.04123)  0.0720
H (-11.97018, -14.69706, -14.75498)  0.0569
H (-10.05783, -14.39044, -16.47212)  0.1534
H (-10.72402, -13.46048, -18.63816)  0.1208
H (-12.39831, -13.84858, -18.28534)  0.1221
H (-10.68819, -16.79703, -20.00285)  0.0827
H (-9.82026, -15.15089, -20.06968)  0.1061
H (-11.54570, -15.36505, -20.42999)  0.0680
H (-11.21344, -12.31000, -15.40869)  0.0758
H (-10.33166, -12.08256, -16.73313)  0.0700
C (-22.14920, -14.42882, -19.83387)  -0.0559
C (-21.75141, -15.83295, -20.26138)  -0.4278
C (-22.80786, -16.85880, -19.83206)  -0.2574
O (-22.63674, -17.36166, -18.57523)  -0.1920
C (-23.74641, -18.20213, -18.23586)  -0.0611
N (-21.48598, -15.83893, -21.69314)  0.0542
H (-22.67836, -14.42429, -18.89884)  0.0648
H (-22.79933, -13.93121, -20.55847)  0.0828
H (-21.35055, -13.71082, -19.67694)  0.0387
H (-20.83635, -16.12341, -19.69998)  0.1084
H (-22.64284, -17.63675, -20.49999)  0.0877
H (-23.81601, -16.28608, -19.92501)  0.1594
H (-24.63633, -17.65659, -18.37949)  0.0701
H (-23.61629, -18.56854, -17.25233)  0.0751
H (-23.74819, -19.11048, -18.91269)  0.0917
H (-22.38906, -15.79400, -22.15967)  0.0842
H (-21.22592, -16.78557, -21.84852)  0.0196
C (-18.82462, -12.48560, -21.12361)  -0.0445
C (-18.69016, -12.95487, -22.56654)  -0.4311
C (-17.44703, -12.41439, -23.23513)  -0.2544
O (-16.31269, -12.56021, -22.49051)  -0.1799
C (-15.25372, -11.76416, -22.89671)  -0.1103
N (-18.75252, -14.38334, -22.73982)  0.0667
H (-19.82934, -12.72297, -20.74647)  0.0515
H (-18.61350, -11.40558, -20.94771)  0.0873
H (-18.05219, -13.04471, -20.51222)  0.0754
H (-19.46857, -12.56142, -23.19250)  0.1311
H (-17.66297, -11.36950, -23.43609)  0.1187
H (-17.35248, -12.90496, -24.19258)  0.1239
H (-15.63746, -10.74250, -23.07624)  0.1020
H (-14.82973, -12.13230, -23.82308)  0.0911
H (-14.46702, -11.75137, -22.14684)  0.0560
H (-18.06105, -14.84625, -22.20814)  0.0378
H (-19.67986, -14.74137, -22.53368)  0.0363
C (-22.84516, -14.65624, -14.59017)  -0.0387
C (-21.49559, -14.79938, -15.34613)  -0.4134
C (-20.26061, -14.51540, -14.46505)  -0.1901
O (-20.41511, -13.20911, -13.87759)  -0.2191
C (-19.85148, -13.09611, -12.57040)  -0.0745
N (-21.21024, -16.02783, -16.10896)  0.0452
H (-23.00705, -13.62220, -14.34693)  0.0616
H (-22.79476, -15.22619, -13.64245)  0.0798
H (-23.63501, -15.14669, -15.21960)  0.0838
H (-21.38213, -14.04348, -16.19311)  0.1270
H (-19.25856, -14.55411, -14.98481)  0.1020
H (-20.30027, -15.24022, -13.70102)  0.1009
H (-18.85414, -13.41404, -12.63306)  0.0562
H (-20.48566, -13.70859, -11.91328)  0.0943
H (-19.95026, -12.03831, -12.31105)  0.0846
H (-21.90316, -16.11573, -16.87005)  0.0649
H (-21.02628, -16.87324, -15.57576)  0.0635
C (-18.10940, -17.69241, -22.46088)  -0.0498
C (-18.76396, -18.77111, -21.65802)  -0.4317
C (-17.76523, -19.52613, -20.82821)  -0.1865
O (-16.96026, -18.73347, -19.96514)  -0.2000
C (-16.12538, -19.52338, -19.18100)  -0.1086
N (-19.99275, -18.37847, -20.97174)  0.0749
H (-17.45179, -18.01216, -23.26606)  0.0905
H (-17.57567, -17.02461, -21.83416)  0.0361
H (-18.89225, -17.06238, -22.92750)  0.0775
H (-19.07817, -19.49916, -22.41081)  0.1358
H (-17.10718, -20.14479, -21.48258)  0.1356
H (-18.25236, -20.24827, -20.15248)  0.1176
H (-15.59873, -18.80245, -18.56778)  0.0809
H (-15.44547, -20.13778, -19.69111)  0.0579
H (-16.68649, -20.17178, -18.54100)  0.0617
H (-20.28358, -19.26322, -20.52044)  0.0606
H (-19.66524, -17.81729, -20.18591)  0.0417
C (-12.54071, -15.22612, -10.34926)  -0.0395
C (-11.79849, -15.99843, -11.44735)  -0.4452
C (-12.73330, -17.00299, -12.05655)  -0.2712
O (-13.57597, -17.47428, -11.11582)  -0.1769
C (-14.47493, -18.40876, -11.57258)  -0.1114
N (-11.38762, -15.12682, -12.52785)  0.0334
H (-11.89248, -14.47857, -9.94192)  0.0665
H (-12.84122, -15.86888, -9.56209)  0.0642
H (-13.43081, -14.75415, -10.81345)  0.0998
H (-10.98653, -16.53846, -10.97216)  0.1328
H (-12.09395, -17.76783, -12.64417)  0.1449
H (-13.34988, -16.44272, -12.78919)  0.1308
H (-15.27639, -18.01502, -12.22718)  0.0856
H (-14.95658, -18.86483, -10.70697)  0.0934
H (-13.95714, -19.23808, -12.00700)  0.0793
H (-10.97141, -14.29079, -12.14704)  0.0743
H (-10.66112, -15.61017, -13.06999)  0.0821
C (-18.46207, -20.34646, -16.51509)  -0.0697
C (-17.93924, -19.67084, -15.28926)  -0.4579
C (-16.46384, -19.13523, -15.42868)  -0.1772
O (-15.53868, -20.23287, -15.47551)  -0.1794
C (-14.24066, -19.75802, -15.64278)  -0.1242
N (-18.86728, -18.70127, -14.77471)  0.0716
H (-18.83029, -19.54826, -17.21293)  0.0819
H (-19.34261, -20.89546, -16.14387)  0.0826
H (-17.75167, -21.07345, -16.93320)  0.0809
H (-17.72427, -20.46319, -14.52496)  0.1479
H (-16.21823, -18.57691, -14.49047)  0.1086
H (-16.39865, -18.42284, -16.30365)  0.1219
H (-14.15546, -19.24278, -16.57297)  0.0542
H (-13.52183, -20.56577, -15.70026)  0.0897
H (-13.92092, -19.07160, -14.82251)  0.0918
H (-18.49748, -18.29810, -13.96526)  0.0484
H (-19.27169, -18.08904, -15.46741)  0.0465
C (-18.56861, -14.49934, -17.74838)  -0.0380
C (-18.30723, -15.61871, -18.77086)  -0.3478
C (-16.73472, -15.62408, -19.08886)  -0.1458
O (-16.10525, -16.25689, -17.96049)  -0.2106
C (-14.72316, -15.92970, -18.00204)  -0.1021
N (-18.78920, -16.94540, -18.36593)  0.0683
H (-18.05908, -14.64222, -16.77561)  0.0622
H (-19.61360, -14.35154, -17.53373)  0.0449
H (-18.18895, -13.57006, -18.09632)  0.0470
H (-18.79367, -15.39801, -19.70699)  0.0934
H (-16.32627, -14.61081, -19.26249)  0.1060
H (-16.47577, -16.29881, -19.94907)  0.1024
H (-14.57838, -14.83718, -18.03428)  0.0822
H (-14.17302, -16.34166, -18.85628)  0.0847
H (-14.32644, -16.27374, -17.07289)  0.0611
H (-19.39041, -16.89939, -17.55301)  0.0417
H (-18.02904, -17.58421, -18.22252)  0.0379
C (-14.11052, -11.32763, -13.87875)  -0.0524
C (-15.59308, -11.44486, -14.28314)  -0.4156
C (-15.96399, -12.86566, -14.80360)  -0.1514
O (-16.05847, -13.76720, -13.65276)  -0.1938
C (-16.47032, -15.02395, -14.15937)  -0.1319
N (-16.52068, -10.98371, -13.26572)  0.0589
H (-13.41578, -11.75406, -14.63283)  0.0571
H (-13.88559, -11.81746, -12.94933)  0.0647
H (-13.88932, -10.28496, -13.76168)  0.0615
H (-15.76480, -10.75641, -15.11825)  0.1174
H (-15.11791, -13.28068, -15.41250)  0.1115
H (-16.95875, -12.81143, -15.32796)  0.1258
H (-16.63925, -15.72397, -13.32957)  0.0833
H (-15.71742, -15.55750, -14.76968)  0.0845
H (-17.37865, -14.99922, -14.75740)  0.0410
H (-16.78979, -11.72914, -12.64106)  0.0575
H (-17.36787, -10.59419, -13.65417)  0.0518
C (-10.01015, -19.53166, -14.64299)  -0.0726
C (-9.20366, -19.02101, -15.83352)  -0.4836
C (-9.86748, -19.51782, -17.08258)  -0.2545
O (-11.17806, -19.09811, -17.13393)  -0.1659
C (-11.67248, -19.08651, -18.43023)  -0.1095
N (-9.11902, -17.61765, -15.94955)  0.0500
H (-11.00021, -19.05279, -14.71777)  0.0551
H (-9.69510, -19.22941, -13.57463)  0.0897
H (-10.12122, -20.65950, -14.57827)  0.0942
H (-8.17538, -19.43472, -15.87045)  0.1468
H (-9.78354, -20.59444, -17.12659)  0.1263
H (-9.23431, -19.09518, -17.88889)  0.1376
H (-11.76019, -20.04569, -18.89057)  0.0751
H (-11.00942, -18.53520, -19.12063)  0.0752
H (-12.58236, -18.54375, -18.46731)  0.0673
H (-8.84929, -17.25426, -15.03731)  0.0742
H (-10.04244, -17.22197, -16.17628)  0.0774

## Properties
**Energy relative to the best compared isomer or geometry (same formula, charge and spin)**: 373.2 kJ/mol
**DFT total energy**: -4045.612722 a.u.
**Frontier orbital gap**: 9.121 eV
**Charge**: 0
**HOMO**: -8.456 eV